w) Computed, not measured: an isolated molecule of C3H4ClNOS, with the ωB97M-V functional and the def2-TZVPD basis.

The geometry in XYZ format:
```
11
Properties=species:S:1:pos:R:3
O 2.913 -0.524 -0.318
N 2.374 0.706 -0.137
C 1.147 0.617 0.104
S 0.260 -0.850 0.300
C -1.355 -0.078 0.513
C -2.324 -0.573 -0.185
Cl -3.920 0.069 -0.159
H 3.871 -0.336 -0.589
H 0.647 1.551 0.199
H -1.401 0.813 1.145
H -2.214 -1.394 -0.872
```

E_LUMO ... 0.79 eV
Highest occupied orbital energy ... -8.79 eV
SMILES ... O/N=C\S/C=C/Cl
Spin multiplicity ... 1
Total charge ... 0

x) Computed, not measured: a cluster of 2 separate species, C3H4ClNOS in total, with the ωB97M-V functional and the def2-TZVPD basis.

The geometry in XYZ format:
```
11
Properties=species:S:1:pos:R:3
C 0.411 1.637 0.107
C 1.029 -0.633 -0.576
C 0.116 0.270 0.146
N 0.673 2.762 -0.016
O -2.558 0.709 0.553
S -1.708 -0.080 -0.265
Cl -1.770 -2.079 0.406
H 0.803 -1.586 -0.531
H 1.067 -0.362 -1.612
H 2.100 -0.446 -0.245
H -0.162 -0.192 2.032
```

E_LUMO (alpha / beta) ... -1.72 / -1.72 eV
Highest occupied orbital energy (alpha / beta) ... -10.04 / -10.04 eV
Spin multiplicity ... 1
Total charge ... 0

y) Computed, not measured: an isolated molecule of C3H4ClNOS, with the ωB97M-V functional and the def2-TZVPD basis.

The geometry in XYZ format:
```
11
Properties=species:S:1:pos:R:3
C 0.328 0.737 0.911
C -0.025 0.451 -1.439
C 0.330 -0.657 0.735
N -0.011 1.277 -0.406
O 0.736 1.543 1.744
S -1.018 -1.555 0.093
Cl 1.100 -1.531 2.056
H 0.771 -0.202 -1.528
H -0.631 0.655 -2.383
H -0.623 2.112 -0.545
H -0.957 -2.831 0.764
```

E_LUMO (alpha / beta) ... -0.97 / -1.52 eV
Highest occupied orbital energy (alpha / beta) ... -7.72 / -7.31 eV
Spin multiplicity ... 1
Total charge ... 0

Energies relative to the most stable structure are w) 0.000; x) 2.193; y) 1.170, reported in eV.

w) Computed, not measured: the ion C3H5N2O with charge +1, with the ωB97M-V functional and the def2-TZVPD basis.

The geometry in XYZ format:
```
11
Properties=species:S:1:pos:R:3
C -0.657 -0.030 0.038
C 1.083 0.156 -0.118
C -2.046 -0.049 0.153
N 0.111 0.039 -1.031
N 2.572 -0.022 -0.085
O 0.365 0.159 0.992
H -2.403 -1.078 -0.231
H -2.627 0.526 -0.709
H -2.530 0.024 1.137
H 3.217 0.058 -0.958
H 2.916 0.218 0.813
```

E_LUMO ... -6.41 eV
Highest occupied orbital energy ... -16.34 eV
Spin multiplicity ... 1
Total charge ... +1

x) Computed, not measured: a cluster of 2 separate species, C3H5N2O in total, with the ωB97M-V functional and the def2-TZVPD basis.

The geometry in XYZ format:
```
11
Properties=species:S:1:pos:R:3
C 2.357 -0.939 0.051
C -2.330 -0.007 -0.013
C 0.030 -0.264 0.052
N 1.150 -0.719 -0.172
N -1.181 -0.413 0.285
O 0.360 1.805 0.004
H 2.671 -0.957 1.012
H 3.058 -1.211 -0.806
H -3.124 -0.246 0.491
H -2.565 0.675 -0.931
H -0.427 2.277 0.027
```

E_LUMO (alpha / beta) ... -6.68 / -6.94 eV
Highest occupied orbital energy (alpha / beta) ... -14.39 / -15.75 eV
Spin multiplicity ... 1
Total charge ... +1

y) Computed, not measured: the ion C3H5N2O with charge +1, with the ωB97M-V functional and the def2-TZVPD basis.

The geometry in XYZ format:
```
11
Properties=species:S:1:pos:R:3
C 0.142 0.805 1.307
C -0.819 -0.661 -0.274
C 1.319 0.117 -1.142
N -0.735 -0.121 1.129
N 1.011 1.366 0.775
O 0.457 -0.846 -0.860
H -1.317 -1.637 -0.132
H -1.348 0.019 -1.098
H 2.035 -0.420 -1.862
H -1.070 -0.584 1.896
H 1.375 2.274 0.711
```

E_LUMO (alpha / beta) ... -5.42 / -5.42 eV
Highest occupied orbital energy (alpha / beta) ... -13.46 / -13.46 eV
Spin multiplicity ... 1
Total charge ... +1

z) Computed, not measured: the ion C3H5N2O with charge +1, with the ωB97M-V functional and the def2-TZVPD basis.

The geometry in XYZ format:
```
11
Properties=species:S:1:pos:R:3
C 1.383 -0.367 1.611
N 0.298 -0.511 1.012
C -0.773 0.168 0.692
O -1.717 0.682 1.258
N -1.018 -0.005 -0.804
C -0.283 0.310 -1.763
H 2.066 0.580 1.652
H 1.980 -1.324 1.912
H -1.920 -0.560 -1.029
H -0.589 0.046 -2.791
H 0.571 0.980 -1.750
```

E_LUMO ... -5.47 eV
Highest occupied orbital energy ... -15.23 eV
SMILES ... C=NC(=O)[NH+]=C
Spin multiplicity ... 1
Total charge ... +1

Energies relative to the most stable structure are w) 0.710; x) 3.945; y) 3.373; z) 0.000, reported in eV.

w) Computed, not measured: an isolated molecule of C5H9N3O, with the ωB97M-V functional and the def2-TZVPD basis.

The geometry in XYZ format:
```
18
Properties=species:S:1:pos:R:3
C 1.197 -1.521 -1.272
C 0.833 -0.838 -0.017
O 0.568 -1.780 0.992
C -0.454 0.113 -0.049
C -1.718 -0.424 -0.340
N -2.653 0.571 0.042
N -1.989 1.587 0.443
N -0.708 1.381 0.368
C 0.120 2.428 0.963
H 1.377 -0.950 -2.110
H 0.454 -2.344 -1.536
H 2.168 -2.021 -0.982
H 1.641 -0.237 0.489
H 0.122 -2.570 0.495
H -1.993 -1.412 -0.883
H 1.159 2.276 0.579
H -0.386 3.394 0.692
H 0.262 2.348 2.125
```

E_LUMO ... 0.76 eV
Highest occupied orbital energy ... -9.31 eV
SMILES ... C[C@H](O)c1cnnn1C
Spin multiplicity ... 1
Total charge ... 0

x) Computed, not measured: an isolated molecule of C5H9N3O, with the ωB97M-V functional and the def2-TZVPD basis.

The geometry in XYZ format:
```
18
Properties=species:S:1:pos:R:3
H 2.684 -0.231 -1.030
N 1.735 -0.542 -1.255
C 0.819 0.087 -0.717
C -0.900 -0.447 -0.941
C -0.997 -1.881 -0.524
O -1.685 0.144 -1.624
C 0.121 0.876 0.268
C -0.230 2.271 -0.171
N -0.031 0.588 1.540
N 0.504 -0.603 1.992
H -0.173 -2.440 -0.962
H -1.926 -2.302 -0.898
H -0.941 -1.959 0.558
H -0.969 2.679 0.516
H 0.673 2.887 -0.173
H -0.646 2.311 -1.179
H 1.411 -0.864 1.598
H 0.550 -0.575 3.003
```

E_LUMO ... 0.50 eV
Highest occupied orbital energy ... -7.84 eV
SMILES ... [H]/N=C(C(C)=O)\C(C)=N/N
Spin multiplicity ... 1
Total charge ... 0

y) Computed, not measured: a structure of composition C5H9N3O, with the ωB97M-V functional and the def2-TZVPD basis.

The geometry in XYZ format:
```
18
Properties=species:S:1:pos:R:3
C -1.977 0.365 0.454
C 0.100 -1.203 0.420
C -0.894 -0.128 -0.496
C 1.216 -0.420 -0.109
N 1.991 -1.045 -1.013
N 0.575 1.781 0.806
C 0.788 0.925 -0.309
N 0.014 -2.296 1.036
O -1.149 -0.408 -1.674
H 1.956 -2.057 -1.029
H 2.539 -0.482 -1.649
H -0.958 -2.617 1.072
H -0.086 2.512 0.564
H 1.428 2.227 1.126
H 1.217 1.411 -1.191
H -2.723 -0.425 0.554
H -1.582 0.623 1.434
H -2.456 1.237 0.003
```

E_LUMO ... 0.01 eV
Highest occupied orbital energy ... -7.68 eV
Spin multiplicity ... 1
Total charge ... 0

z) Computed, not measured: an isolated molecule of C5H9N3O, with the ωB97M-V functional and the def2-TZVPD basis.

The geometry in XYZ format:
```
18
Properties=species:S:1:pos:R:3
H 0.234 -1.324 3.254
N 0.087 -0.557 2.588
C 1.105 -0.481 1.794
C 1.172 0.552 0.701
O 2.139 1.297 0.648
C 0.030 0.608 -0.246
C -0.650 1.940 -0.302
C -0.310 -0.505 -0.931
N -1.455 -0.593 -1.678
N 0.460 -1.642 -0.960
H 1.981 -1.144 1.868
H 0.085 2.751 -0.350
H -1.287 2.048 -1.185
H -1.268 2.091 0.589
H -1.850 -1.527 -1.603
H -2.158 0.090 -1.404
H 1.455 -1.426 -0.987
H 0.230 -2.178 -1.796
```

E_LUMO ... 0.53 eV
Highest occupied orbital energy ... -7.93 eV
SMILES ... [H]/N=C/C(=O)C(C)=C(N)N
Spin multiplicity ... 1
Total charge ... 0

Energies relative to the most stable structure are w) 1.316; x) 2.584; y) 2.490; z) 0.000, reported in eV.

w) Computed, not measured: a cluster of 2 separate species, C4H7Br in total, with the ωB97M-V functional and the def2-TZVPD basis.

The geometry in XYZ format:
```
12
Properties=species:S:1:pos:R:3
C -0.302 -1.356 -0.019
C -0.042 0.028 0.488
C -1.148 -0.160 -0.412
C 1.202 0.894 0.103
Br -2.927 0.154 0.029
H 0.376 -1.584 -0.844
H -0.475 -2.207 0.612
H -0.392 0.183 1.489
H -0.740 0.580 -1.647
H 1.572 1.344 1.016
H 0.795 1.755 -0.534
H 2.079 0.369 -0.282
```

E_LUMO ... 0.94 eV
Highest occupied orbital energy ... -9.73 eV
Spin multiplicity ... 1
Total charge ... 0

x) Computed, not measured: a cluster of 2 separate species, C4H7Br in total, with the ωB97M-V functional and the def2-TZVPD basis.

The geometry in XYZ format:
```
12
Properties=species:S:1:pos:R:3
C -0.746 1.897 0.343
C -1.176 0.728 -0.004
C -1.614 -0.427 -0.399
H -1.421 2.715 0.529
H 0.306 2.109 0.449
H -1.738 -0.639 -1.449
H -1.875 -1.215 0.287
C 1.735 -1.009 0.608
Br 2.987 0.119 -0.345
H 1.735 -0.702 1.649
H 2.067 -2.038 0.511
H 0.753 -0.869 0.167
```

E_LUMO ... 0.92 eV
Highest occupied orbital energy ... -9.91 eV
SMILES ... C=C=C.CBr
Spin multiplicity ... 1
Total charge ... 0

Energies relative to the most stable structure are w) 0.889; x) 0.000, reported in eV.